Molecular formula: C19H42BBrFO6
Method: DFT, wB97M-V/def2-TZVPD

```
70
Properties=species:S:1:pos:R:3:lowdin_charge:R:1
Br 1.23398 7.22698 -1.91718 0.53
F 0.35791 1.83875 -4.28360 -0.11
O -1.19610 -1.96219 -3.52951 -0.16
O 0.60906 8.26030 -4.42588 0.04
O 0.89674 -4.30449 7.77997 -0.17
O -2.05125 4.99821 -7.88770 0.10
O 0.66753 -1.95646 1.69454 -0.17
O -3.58028 5.16715 -6.08435 0.12
C 0.31900 -2.04822 4.12441 -0.08
C 0.15074 3.88068 -5.59621 -0.18
C 2.22501 -0.05472 1.69102 -0.08
C 1.19728 -1.41944 -3.70585 -0.08
C 1.45365 -4.37024 9.08070 -0.28
C -1.78949 2.83982 -4.17488 -0.07
C -1.12017 -2.83091 -1.23690 -0.08
C 1.48700 -5.77555 9.65756 -0.08
C -1.04854 -3.11742 -2.72692 -0.29
C -1.42163 -3.87216 8.46629 -0.08
C 1.09185 5.97039 -4.66452 -0.26
C -0.20548 -0.95360 -3.35972 -0.27
C 1.09674 -2.53473 2.91330 -0.28
C -0.45371 -4.71687 7.65568 -0.28
C 0.90824 7.28174 -3.88226 -0.81
C -0.26659 5.19748 -4.87265 -0.30
C 0.79209 -0.54704 1.58837 -0.27
C -1.12997 6.14424 -5.78662 -0.14
C -0.58373 2.57656 -5.08658 -0.32
B -2.30931 5.41983 -6.57235 -0.67
H -3.65794 5.42198 -5.15494 0.10
H 2.47663 -4.00110 8.99009 0.12
H -2.45205 -4.14938 8.23736 0.08
H 1.48200 6.27405 -5.68210 0.11
H -1.14993 5.29417 -8.08466 0.08
H -1.86999 -3.78401 -3.00017 0.11
H -0.12141 -3.64491 -2.98079 0.10
H -0.83683 1.89408 -5.92660 0.13
H 0.93202 -3.68229 9.75535 0.11
H -0.55416 -5.77890 7.90526 0.11
H 2.86629 -0.58705 0.98617 0.08
H 2.17291 -2.38133 3.05176 0.11
H 2.04087 -5.78768 10.59773 0.08
H 0.48157 -6.15089 9.85883 0.06
H 0.13713 3.94433 -6.71637 0.10
H -1.54571 3.44479 -3.28563 0.07
H 2.63431 -0.21334 2.69151 0.06
H -2.10937 1.84084 -3.77809 0.07
H 1.87480 5.33231 -4.21055 0.09
H 2.27558 1.01401 1.47718 0.08
H -1.57788 6.91485 -5.11108 0.09
H -1.12688 -3.76322 -0.66855 0.08
H -0.46661 6.70767 -6.50463 0.09
H -1.27206 -4.00744 9.53970 0.06
H 0.94685 -3.61089 2.80683 0.12
H 0.60007 -2.61894 5.01218 0.07
H 1.21921 3.70388 -5.32627 0.10
H 0.15209 -0.05036 2.32564 0.11
H -0.24463 -0.54727 -2.34318 0.11
H 1.21833 -1.87076 -4.70026 0.08
H -1.28355 -2.81184 8.24741 0.08
H 1.89080 -0.57793 -3.68335 0.07
H 1.55889 -2.16991 -2.99764 0.06
H -2.02157 -2.26375 -0.99627 0.08
H -2.67143 3.23313 -4.71553 0.07
H 0.39762 -0.28215 0.60573 0.11
H 0.51609 -0.99421 4.33028 0.07
H 1.96094 -6.46697 8.95828 0.08
H -0.26466 -2.24420 -0.89929 0.05
H -0.47901 -0.14244 -4.02778 0.09
H -0.75550 -2.15403 3.96052 0.08
H -0.70441 -4.62098 6.59774 0.11
```

Calculated values
Total charge ... -1
Highest occupied orbital energy ... -2.4 eV
Gap between HOMO and LUMO ... 4.30 eV
LUMO ... 1.901 eV

Molecular formula: C19H42BBrNO8S4
Method: DFT, wB97M-V/def2-TZVPD

```
76
Properties=species:S:1:pos:R:3:lowdin_charge:R:1
Br -5.45084 -2.60397 1.33799 0.57
S -2.79988 1.77202 -0.44416 0.66
S 0.49871 -1.30466 7.55431 0.66
S 7.68402 1.02811 -6.99050 0.66
S 0.68493 -0.48927 -5.68546 0.67
O -2.69266 2.18341 -1.83085 -0.35
O 8.53372 0.76814 -8.12691 -0.34
O 1.16349 -0.02436 7.59238 -0.33
O 1.98991 0.00720 -6.06639 -0.35
O 8.25657 1.08650 -5.66821 -0.33
O 0.45669 -1.91102 -5.64346 -0.32
O -2.49529 0.42736 -0.06416 -0.29
O -0.74828 -1.47819 6.86800 -0.31
N -1.86710 -2.90126 4.32017 -0.02
C -4.15220 3.28646 1.28198 -0.21
C -3.18896 -0.90347 3.04092 -0.28
C 1.22243 -3.18801 9.30505 -0.22
C 5.09823 0.77849 -6.61414 -0.22
C -1.85401 2.91515 0.55996 -0.23
C 6.29198 -0.09680 -6.97809 -0.23
C -0.57233 0.26435 -6.71578 -0.24
C -1.01236 1.18958 -4.49868 -0.21
C 1.65876 -2.54606 6.98954 -0.22
C -5.21070 -2.50002 3.27119 -0.61
C -4.41628 2.24171 0.19319 -0.21
C -1.69407 0.60259 -5.74113 -0.22
C 2.33899 -3.03434 8.26211 -0.23
C 0.36209 -1.92128 9.24636 -0.22
C -2.84791 4.01242 0.92103 -0.23
C 6.72132 2.52617 -7.27228 -0.22
C -4.46316 -1.28074 3.79671 -0.35
C 0.15440 0.26194 -4.13998 -0.21
C 5.26627 2.07064 -7.42412 -0.21
B -2.03748 -2.10458 2.98823 -0.65
H -0.14838 -0.54615 -3.47606 0.11
H -2.80111 0.02233 3.49615 0.07
H 6.20187 -0.50368 -7.98534 0.11
H 6.49868 -0.89516 -6.26942 0.11
H -1.40106 -2.38819 5.05551 -0.03
H -3.00713 4.67078 0.06324 0.11
H -2.24135 -0.30322 -5.47236 0.12
H -2.40200 1.30289 -6.18275 0.11
H -4.99022 3.97756 1.36843 0.11
H -2.48209 4.61996 1.74813 0.11
H 4.57823 2.84540 -7.08872 0.11
H -0.13576 1.16255 -7.15280 0.10
H 0.61246 -4.05818 9.05556 0.12
H -1.53108 2.35757 1.43967 0.11
H 1.00655 0.78552 -3.71428 0.10
H -0.99387 3.25123 -0.01426 0.10
H -0.84023 -0.44265 -7.49763 0.10
H -2.71037 -3.30145 4.71464 -0.01
H -4.98810 2.64457 -0.64115 0.10
H 0.73371 -1.13588 9.90181 0.10
H 2.32569 -2.08479 6.26542 0.11
H 4.15529 0.28458 -6.83022 0.08
H 5.05003 1.87196 -8.47599 0.12
H -4.17207 -1.55868 4.81902 0.09
H 2.86724 -3.97215 8.09389 0.11
H 6.86766 3.16094 -6.40042 0.10
H -1.70280 1.28803 -3.66485 0.08
H -3.49071 -0.63060 2.02130 0.02
H -4.88693 1.33691 0.57334 0.10
H -5.17198 -0.44412 3.87999 0.09
H -0.69023 -2.10587 9.44696 0.10
H 1.07002 -3.32672 6.50691 0.11
H -6.22069 -2.53027 3.67790 0.04
H 5.11458 1.00244 -5.54563 0.12
H 1.62233 -3.34193 10.30710 0.11
H 3.06708 -2.29406 8.60231 0.12
H -4.70438 -3.42159 3.54740 0.05
H -4.03373 2.78444 2.24379 0.12
H 7.11915 3.01583 -8.15769 0.10
H -2.28343 -2.86701 2.04717 0.02
H -0.63372 2.18846 -4.72864 0.12
H -0.94554 -1.56346 2.74402 0.03
```

Calculated values
Total charge ... -1
Highest occupied orbital energy ... -3.3 eV
Gap between HOMO and LUMO ... 5.27 eV
LUMO ... 1.989 eV

Molecular formula: C19H42F15O22S12Zn3
Method: DFT, wB97M-V/def2-TZVPD

```
113
Properties=species:S:1:pos:R:3:lowdin_charge:R:1
Zn 10.86316 -9.74674 21.91418 0.78
Zn 16.06676 -6.41466 22.28731 0.87
Zn 15.27638 -11.27277 23.11300 0.66
S 17.41213 -10.69433 14.89391 0.79
S 12.65063 -12.72011 21.92012 0.60
S 17.82635 -12.84876 21.55656 0.98
S 17.24070 -8.74511 24.21121 0.64
S 9.99003 -6.55160 21.27802 0.97
S 10.38700 -9.74432 18.37880 0.91
S 15.61326 -14.42235 17.28389 0.84
S 14.10575 -8.90776 20.99613 0.63
S 16.13216 -4.07833 19.91184 0.54
S 12.88645 -9.29064 24.37385 0.62
S 15.06255 -7.92742 14.69655 0.79
S 18.66772 -7.93927 20.44748 0.92
F 10.66821 -13.69284 23.39909 0.17
F 12.21813 -8.23889 26.68706 0.16
F 16.21968 -8.36479 26.57533 0.16
F 11.59952 -10.31618 26.43102 0.19
F 15.60135 -9.50729 18.90454 0.16
F 18.35353 -8.01388 26.48220 0.19
F 13.71380 -3.36849 20.75661 0.12
F 13.64521 -9.78462 26.85723 0.17
F 17.57623 -10.03273 26.45073 0.18
F 12.46052 -14.85031 23.52224 0.17
F 12.37453 -12.93302 24.50018 0.15
F 13.73862 -4.04986 18.63741 0.15
F 13.66233 -10.41264 18.90869 0.17
F 14.55355 -2.16598 19.19257 0.14
F 13.88450 -8.28946 18.46396 0.14
O 11.97070 -11.42070 21.95794 -0.33
O 14.06757 -12.54519 22.22279 -0.32
O 17.02903 -13.93168 17.44826 -0.58
O 16.76252 -2.99164 20.64905 -0.28
O 16.52639 -9.97569 23.82803 -0.31
O 16.63224 -4.33394 18.57905 -0.28
O 13.51123 -8.01866 24.10289 -0.26
O 14.81919 -10.01135 21.61222 -0.29
O 15.32195 -7.37000 13.32802 -0.52
O 14.78890 -7.64116 21.26717 -0.30
O 16.65173 -12.07934 22.09542 -0.57
O 10.63171 -10.12648 19.81577 -0.59
O 12.41397 -13.56359 20.78456 -0.25
O 12.67480 -8.87630 21.26677 -0.32
O 10.03034 -8.06652 21.21004 -0.59
O 18.61519 -8.76208 23.76096 -0.27
O 13.78550 -10.40574 24.07900 -0.32
O 11.57501 -9.48633 23.74034 -0.32
O 18.64909 -9.83551 14.89301 -0.55
O 15.94753 -5.29043 20.71172 -0.37
O 16.48701 -7.53027 23.83280 -0.33
O 17.55081 -7.27805 21.23500 -0.59
C 8.60915 -9.93273 18.09305 -0.23
C 14.86504 -14.23710 18.93740 -0.24
C 9.57224 -6.01756 19.61846 -0.23
C 13.35991 -7.68052 15.26872 -0.26
C 17.89432 -12.34923 14.37694 -0.25
C 18.55587 -7.33532 18.76056 -0.21
C 17.37891 -8.78890 26.08753 -0.68
C 11.98562 -13.62314 23.43489 -0.67
C 10.87868 -11.26287 17.47190 -0.20
C 14.38730 -3.41964 19.59985 -0.66
C 14.33193 -9.31081 19.17887 -0.65
C 19.22948 -11.86128 22.13055 -0.22
C 17.94674 -12.44001 19.79857 -0.24
C 16.95253 -10.94234 16.62953 -0.27
C 20.18631 -7.08468 20.96275 -0.21
C 15.65913 -16.21989 17.23646 -0.26
C 12.54408 -9.43527 26.22148 -0.67
C 15.85224 -6.85724 15.91130 -0.25
C 11.68661 -5.96515 21.26798 -0.23
H 12.23669 -6.18593 22.17806 0.06
H 10.24000 -6.45518 18.87050 0.06
H 12.62657 -8.14873 14.61277 0.05
H 16.47688 -10.04120 17.02091 0.01
H 15.58004 -5.81821 15.72168 0.07
H 16.09404 -11.61547 16.56150 0.03
H 16.01516 -16.61625 16.28667 0.06
H 16.30938 -16.56475 18.04178 0.06
H 13.26448 -8.03612 16.29259 0.01
H 19.53068 -12.03002 23.16215 0.07
H 18.38290 -6.25651 18.75498 0.06
H 20.98488 -7.12663 20.22042 0.07
H 20.08992 -12.22683 21.55851 0.07
H 19.04054 -10.81415 21.91331 0.04
H 18.73633 -12.64677 15.00161 0.06
H 16.93186 -12.56738 19.40946 0.02
H 15.47785 -7.04584 16.92052 0.03
H 19.91440 -6.02676 21.00471 0.07
H 18.12945 -12.30989 13.31518 0.05
H 14.05504 -14.95484 19.02769 0.05
H 17.78568 -11.25964 17.24774 0.05
H 8.22691 -10.86893 18.49699 0.07
H 19.45348 -7.64099 18.22637 0.07
H 14.68115 -16.68640 17.37142 0.06
H 18.52861 -13.07637 19.13218 0.07
H 14.58058 -13.18968 19.01410 0.03
H 10.91587 -12.08729 18.18345 0.07
H 18.16466 -11.39176 19.58178 0.06
H 17.66875 -7.75638 18.29011 0.03
H 10.10718 -11.51064 16.74535 0.05
H 16.91280 -7.08907 15.85443 0.05
H 20.57380 -7.41288 21.92240 0.06
H 11.58387 -4.87886 21.22519 0.06
H 11.85182 -11.10838 17.01460 0.04
H 15.61935 -14.40672 19.70672 0.06
H 8.56170 -6.27913 19.31130 0.06
H 17.11788 -13.11255 14.45021 0.05
H 9.70807 -4.93862 19.53483 0.07
H 8.48074 -9.84512 17.01541 0.06
H 8.09662 -9.13593 18.63132 0.05
H 12.16008 -6.31993 20.35490 0.06
H 13.09172 -6.61908 15.23227 0.06
```

Calculated values
Total charge ... +1
Highest occupied orbital energy ... -10.1 eV
Gap between HOMO and LUMO ... 7.42 eV
LUMO ... -2.706 eV